{
  "formula": "C23H46FN2O10PS2",
  "method": "wB97M-V/def2-TZVPD",
  "total_charge": 0,
  "homo_ev": -8.40,
  "gap_ev": 8.4,
  "species": ["C", "C", "C", "C", "C", "C", "O", "C", "C", "O", "C", "S", "P", "N", "O", "O", "O", "C", "C", "N", "C", "C", "C", "C", "C", "C", "O", "C", "C", "O", "C", "C", "O", "C", "C", "S", "O", "O", "F", "H", "H", "H", "H", "H", "H", "H", "H", "H", "H", "H", "H", "H", "H", "H", "H", "H", "H", "H", "H", "H", "H", "H", "H", "H", "H", "H", "H", "H", "H", "H", "H", "H", "H", "H", "H", "H", "H", "H", "H", "H", "H", "H", "H", "H", "H"],
  "xyz": [[0.768866, -5.877586, 0.566423], [0.041361, -4.983356, -0.424339], [0.113145, -3.503161, -0.043631], [-0.392482, -2.615540, -1.192653], [-1.355451, -1.414282, -0.976244], [-1.642973, -1.100649, -2.476190], [-2.493082, 0.030597, -2.656102], [-3.129684, 0.071011, -3.869294], [-2.256341, 0.303963, -5.082658], [-4.354515, -0.031370, -3.966739], [-2.723062, -1.633762, -0.262752], [-4.092197, -2.192327, -1.334428], [-2.958525, -2.801058, 1.212232], [-4.430478, -2.684164, 1.668731], [-1.989589, -2.390524, 2.464144], [-2.669392, -4.325998, 0.735335], [-2.987479, -0.425080, 0.370846], [-2.022608, 0.637184, 0.312094], [-2.723468, 1.787291, -0.531924], [-4.150117, 1.522959, -0.805334], [-1.927914, 1.114282, 1.763627], [-3.323494, 1.446849, 2.321588], [-0.998315, 2.331202, 1.963490], [-1.179799, 3.044265, 3.318503], [-0.796216, -0.118876, -0.305961], [0.153753, -0.503542, 0.840633], [1.376247, -0.987006, 0.326221], [2.333718, -1.193702, 1.338559], [3.097410, 0.046346, 1.722416], [3.965076, 0.446897, 0.693517], [4.136368, 1.845039, 0.555895], [5.601863, 2.211277, 0.358950], [5.702564, 3.158274, -0.700400], [6.276330, 4.383941, -0.311206], [6.279107, 5.326497, -1.493340], [0.318742, 0.952552, -1.319875], [-0.371946, 1.700268, -2.312399], [1.122381, 1.705216, -0.418446], [1.238219, -0.029330, -2.099519], [0.952039, -6.852947, 0.127225], [0.251934, -5.998784, 1.517118], [1.750034, -5.459544, 0.782110], [0.588300, -5.052305, -1.365652], [-0.972110, -5.306169, -0.644530], [-0.298058, -3.304030, 0.941507], [1.177803, -3.321633, 0.061590], [-0.851469, -3.273278, -1.926083], [0.478723, -2.209724, -1.692438], [-0.706836, -0.922229, -3.004629], [-2.085256, -1.961577, -2.967423], [-2.408120, -0.510225, -5.783082], [-2.592619, 1.216458, -5.559583], [-1.207338, 0.359748, -4.812205], [-5.043328, -1.333909, -0.953067], [-4.493584, -2.392177, 2.635138], [-1.258791, -2.998642, 2.614264], [-1.917540, -4.696187, 1.209981], [-2.697241, 2.737138, -0.012395], [-2.274530, 1.950686, -1.496193], [-4.353114, 1.655481, -1.781957], [-4.740303, 2.103015, -0.232638], [-1.550180, 0.352547, 2.443152], [-3.329594, 1.275161, 3.389447], [-3.613934, 2.469767, 2.102488], [-4.090839, 0.802615, 1.902237], [-1.151082, 3.089295, 1.199309], [0.055554, 2.067697, 1.921637], [-1.344851, 2.330288, 4.118455], [-0.289234, 3.629839, 3.520098], [-2.010089, 3.740372, 3.272165], [-0.294703, -1.271196, 1.471035], [0.369504, 0.348639, 1.470746], [3.025464, -1.979572, 1.050906], [1.821042, -1.549003, 2.241656], [3.696956, -0.217682, 2.603329], [2.416909, 0.832687, 2.049833], [3.747741, 2.405758, 1.406644], [3.587155, 2.186534, -0.317875], [6.014682, 2.682676, 1.250129], [6.198213, 1.328097, 0.142325], [5.726062, 4.859118, 0.504356], [7.319339, 4.223894, -0.024107], [6.739974, 4.857337, -2.354555], [6.832232, 6.220519, -1.218237], [5.269063, 5.630847, -1.751998]],
  "forces_ev_per_angstrom": [[0.05, 0.03, -0.16], [0.37, 0.23, -0.12], [0.53, -0.45, -0.48], [-0.06, 0.13, 0.88], [-0.35, 0.19, -2.28], [0.14, 0.38, -0.46], [-0.71, -0.43, -0.18], [-2.49, -0.29, -0.57], [0.00, -0.36, 0.53], [2.86, 0.52, 0.57], [0.91, -0.08, 1.26], [-0.01, -0.51, -0.69], [-2.32, 0.04, 0.36], [0.36, 0.27, 0.05], [0.44, -0.44, -0.59], [0.71, 0.67, 0.22], [-0.40, -0.02, 0.34], [-1.45, -0.20, -0.82], [-0.98, 0.13, -0.50], [0.52, -0.18, 0.32], [0.43, 0.97, 0.77], [-0.23, -0.28, -0.55], [0.05, 0.39, 0.53], [-0.02, -0.15, -0.60], [1.36, -0.49, 0.92], [0.51, -0.25, 0.33], [0.08, -0.24, -0.35], [-0.28, 0.12, 0.50], [0.41, -0.24, 0.38], [-0.17, 0.09, 0.13], [0.11, 0.21, -0.30], [0.01, 0.49, -0.12], [-0.16, -0.19, 0.07], [0.36, 0.23, -0.63], [-0.21, 0.03, 0.19], [-0.79, 1.65, 0.32], [0.14, -0.43, -0.49], [0.24, -0.34, 0.13], [0.14, -0.32, -0.06], [-0.15, -0.26, 0.12], [-0.13, -0.07, 0.09], [0.12, 0.10, 0.10], [-0.04, -0.09, -0.20], [-0.13, -0.09, 0.10], [-0.21, 0.07, -0.06], [0.10, 0.24, 0.21], [-0.36, -0.07, -0.01], [0.17, 0.03, -0.04], [0.21, 0.07, 0.10], [-0.21, -0.18, 0.19], [-0.07, -0.11, -0.13], [0.05, 0.19, -0.06], [0.10, 0.19, -0.05], [0.28, 0.19, 0.33], [-0.20, 0.03, 0.03], [0.14, 0.05, 0.15], [0.04, -0.34, -0.19], [0.54, 0.01, 0.33], [0.42, -0.08, 0.19], [-0.18, -0.03, -0.05], [-0.17, 0.06, -0.07], [0.08, -0.49, -0.34], [-0.02, 0.24, 0.26], [-0.01, 0.23, 0.11], [0.03, -0.15, -0.04], [0.03, -0.07, -0.26], [0.01, -0.16, -0.30], [0.04, 0.00, 0.26], [0.14, 0.06, 0.20], [-0.23, -0.01, 0.21], [-0.24, 0.06, -0.07], [-0.14, 0.12, -0.02], [0.05, -0.05, -0.42], [0.01, -0.09, 0.13], [-0.01, -0.02, 0.15], [-0.11, 0.22, -0.26], [-0.19, -0.20, 0.22], [-0.03, 0.02, -0.15], [0.04, -0.18, 0.27], [-0.01, -0.16, -0.18], [-0.02, -0.19, 0.28], [0.04, -0.04, 0.36], [0.12, -0.03, -0.15], [0.13, 0.13, -0.09], [-0.14, -0.04, -0.11]]
}

=====

{
  "formula": "C23H46N6O2Pt",
  "method": "wB97M-V/def2-TZVPD",
  "total_charge": 2,
  "e_above_lowest_kj_mol": 334.7,
  "homo_ev": [-11.47, -11.06],
  "gap_ev": [6.7, 6.3],
  "species": ["Pt", "C", "C", "C", "C", "C", "C", "C", "H", "H", "H", "H", "H", "H", "H", "N", "C", "C", "N", "C", "C", "H", "H", "H", "H", "H", "H", "H", "H", "H", "H", "H", "C", "C", "C", "C", "N", "N", "H", "H", "H", "H", "H", "H", "H", "H", "H", "H", "H", "H", "C", "C", "N", "C", "C", "N", "C", "C", "H", "H", "H", "H", "H", "H", "H", "H", "H", "H", "H", "H", "H", "C", "C", "O", "O", "H", "H", "H"],
  "xyz": [[-0.313531, -0.619296, -0.816418], [-0.641463, -2.500187, -1.950456], [-1.841193, -3.039255, -1.376048], [-3.109389, -2.730968, -1.907918], [-4.260119, -3.235241, -1.343366], [-4.201855, -4.056523, -0.225940], [-2.965299, -4.381688, 0.313951], [-1.810714, -3.892783, -0.253236], [-0.742810, -2.163449, -2.978945], [0.258864, -3.089127, -1.780950], [-3.166075, -2.100341, -2.782901], [-5.220286, -3.002378, -1.780815], [-5.106254, -4.460374, 0.197882], [-2.917082, -5.039414, 1.170883], [-0.848883, -4.219761, 0.125502], [1.399279, -3.537782, 3.540715], [0.106607, -2.804946, 3.657276], [0.157390, -1.570054, 2.739517], [0.455195, -1.902548, 1.364737], [1.678322, -2.664158, 1.252810], [1.659898, -3.928209, 2.128261], [1.406943, -4.364452, 4.151517], [2.156066, -2.913911, 3.851329], [-0.041854, -2.505985, 4.695471], [-0.702535, -3.479068, 3.367890], [0.928638, -0.888176, 3.113906], [-0.805314, -1.059111, 2.759919], [-0.333984, -2.404380, 0.950860], [2.525268, -2.031634, 1.539601], [1.827017, -2.953505, 0.211877], [2.613345, -4.453977, 2.073413], [0.862037, -4.602677, 1.808501], [3.948299, 2.483562, -1.221596], [3.455848, 1.387081, -2.173712], [4.499410, 0.273486, -2.251875], [3.185508, 1.982750, -3.561903], [2.232010, 0.872663, -1.526253], [1.636778, -0.294264, -2.086205], [4.888754, 2.899964, -1.573485], [4.101039, 2.063245, -0.228752], [3.215108, 3.287600, -1.152155], [5.468176, 0.706812, -2.478372], [4.273949, -0.449411, -3.031920], [4.574534, -0.245704, -1.299506], [4.077691, 2.483523, -3.929438], [2.377059, 2.712806, -3.518009], [2.912786, 1.218783, -4.286945], [1.518886, 1.595801, -1.584342], [2.301927, -1.062483, -2.010987], [1.393981, -0.190728, -3.078939], [-1.808521, 3.932737, 1.698323], [-1.903189, 2.542245, 1.029429], [-0.695526, 2.272280, 0.275236], [-0.615561, 3.200157, -0.832198], [-0.645901, 4.656433, -0.310598], [-0.593376, 4.601119, 1.171479], [0.618284, 3.860773, 1.605502], [0.461160, 2.391508, 1.137646], [-1.716546, 3.857223, 2.781282], [-2.679329, 4.548923, 1.474706], [-2.748154, 2.503389, 0.343028], [-2.040700, 1.751611, 1.767354], [-1.448738, 2.997280, -1.506963], [0.306738, 3.017614, -1.383172], [-1.555587, 5.176325, -0.612695], [0.211800, 5.229530, -0.664777], [-0.546727, 5.556811, 1.535876], [0.706722, 3.937117, 2.690747], [1.491556, 4.334051, 1.154185], [0.309354, 1.724943, 1.986302], [1.346604, 2.052641, 0.595952], [-4.306881, 0.158945, -0.343390], [-2.811338, 0.043730, -0.447127], [-2.231637, 0.458193, -1.478267], [-2.154832, -0.434661, 0.515718], [-4.649113, 1.092495, -0.779671], [-4.626990, 0.060829, 0.687794], [-4.741545, -0.654373, -0.916131]],
  "forces_ev_per_angstrom": [[1.86, -0.83, -1.94], [1.08, 1.99, 0.74], [-1.44, -0.85, 0.56], [0.73, -0.06, 0.05], [-0.20, -0.18, 0.15], [0.11, 0.08, -0.05], [-0.32, -0.10, 0.17], [0.26, 0.35, -0.61], [0.06, -0.03, 0.00], [-0.02, -0.08, -0.10], [0.00, 0.10, -0.08], [-0.06, 0.02, -0.06], [-0.11, -0.04, 0.09], [0.03, -0.09, 0.03], [0.13, -0.05, 0.03], [0.18, -0.16, 0.35], [-0.63, 0.75, 0.09], [-0.15, -0.30, 0.05], [0.06, -0.28, 0.41], [-0.20, -0.31, 0.13], [0.39, -0.03, -0.92], [0.04, 0.25, -0.13], [-0.13, -0.24, 0.03], [0.09, -0.14, 0.02], [0.17, -0.04, -0.03], [-0.01, 0.09, 0.03], [0.00, -0.01, 0.13], [0.15, 0.21, 0.05], [0.02, 0.03, 0.00], [0.03, -0.06, 0.05], [-0.04, -0.04, 0.14], [0.04, 0.05, 0.17], [-0.06, -0.33, -0.13], [0.23, 0.17, -0.11], [-0.21, 0.20, 0.03], [0.04, -0.18, 0.27], [-0.06, 0.07, 0.15], [-0.92, -0.37, 0.25], [0.01, 0.11, -0.04], [0.04, 0.01, 0.07], [-0.06, 0.16, -0.01], [0.14, -0.01, -0.07], [-0.03, -0.08, -0.11], [0.05, -0.05, 0.17], [0.04, 0.04, -0.11], [-0.03, 0.12, 0.01], [-0.02, -0.09, -0.09], [0.06, -0.24, 0.02], [-0.21, 0.19, 0.07], [0.12, -0.02, 0.28], [-0.74, -0.35, 0.34], [-0.19, -0.16, 0.06], [0.17, -0.37, -0.07], [-0.03, -0.04, -0.25], [0.01, 0.08, -0.90], [0.07, 0.63, 0.23], [0.75, -0.43, 0.32], [0.09, 0.07, 0.04], [0.11, 0.10, -0.02], [0.14, 0.09, -0.02], [0.00, 0.00, 0.03], [-0.04, 0.10, -0.01], [0.07, 0.04, 0.02], [-0.03, 0.11, -0.01], [0.03, 0.02, 0.18], [-0.06, 0.05, 0.13], [-0.03, -0.19, -0.06], [-0.08, 0.12, -0.10], [-0.13, 0.10, 0.01], [0.06, 0.02, 0.05], [0.02, 0.07, 0.12], [0.14, 0.04, 0.16], [-0.65, 0.87, -0.61], [-1.09, 0.27, -0.32], [0.45, -0.97, 0.51], [-0.05, 0.07, -0.04], [-0.12, 0.01, 0.10], [-0.08, -0.05, -0.06]]
}

=====

- Which formula does entry 1 have?
  C23H46FN2O10PS2